Entry 1:
Density functional theory data (ωB97M-V/def2-TZVPD) for a molecular structure, C2H13NO3S at a distorted geometry.

## Properties
Spin multiplicity: 1
Orbital gap: 0.140 hartree
M: 131.20 u
LUMO energy: -0.1892 Ha
HOMO energy: -8.95 eV

Positions of all 20 atoms, in Å:
H: -0.573 -1.178 1.518
S: -1.256 0.948 1.028
H: 0.606 3.586 -0.401
H: 0.117 0.591 -2.578
C: -0.420 -0.617 0.563
H: 1.880 -2.145 -0.413
H: -0.495 0.250 -2.241
H: -0.435 2.478 -0.617
N: 1.790 -1.524 0.524
H: 1.363 0.422 1.170
H: -0.767 -1.062 -0.400
H: 2.793 -1.348 0.722
H: 1.319 0.137 -0.585
O: 0.247 2.979 -1.103
H: -4.341 0.308 2.088
H: 1.562 -2.155 -2.662
O: -3.658 0.022 2.709
C: 1.034 -0.316 0.338
H: -2.804 0.317 2.293
O: 2.038 -1.693 -1.954



Entry 2:
Density functional theory data (ωB97M-V/def2-TZVPD) for a gas-phase ion, C11H12N (charge +1) at a distorted geometry.

## Properties
Spin multiplicity: 1
Orbital gap (spin up / spin down): 0.281 / 0.281 hartree
M: 158.22 u
LUMO energy (spin up / spin down): -0.2140 / -0.2139 Ha
Total charge: +1
SMILES string: CC#CC1=C(C)[C@H]2C[N+]#C[C@@]12C
HOMO energy (spin up / spin down): -13.47 / -13.47 eV

Positions of all 24 atoms, in Å:
H: -0.036 0.861 -3.522
H: -3.765 -2.052 0.871
H: 1.145 -1.760 1.803
C: -1.184 -1.243 -0.800
C: 0.184 2.042 0.652
C: -0.579 -0.027 1.009
C: -2.744 -1.895 1.354
H: 0.730 2.230 -2.692
H: 2.464 -1.617 0.411
C: -1.878 -1.449 0.256
H: 2.187 1.516 -0.209
H: 1.872 0.733 -3.146
C: 0.761 1.128 -2.864
H: -2.354 -2.795 1.697
C: 0.026 -0.609 -0.996
H: -0.360 2.936 0.143
C: 0.718 -0.367 0.385
C: 0.467 0.626 -1.505
H: -2.736 -1.194 2.144
H: 0.735 2.451 1.435
C: 1.788 -1.175 1.109
H: 2.399 -0.597 1.728
N: -0.916 1.162 1.003
C: 1.075 1.095 -0.264



Entry 3:
Density functional theory data (ωB97M-V/def2-TZVPD) for a single C5H7N3S molecule at a distorted geometry.

## Properties
Spin multiplicity: 1
Orbital gap: 0.320 hartree
M: 141.20 u
LUMO energy: 0.0240 Ha
SMILES string: SN1CCn2nccc21
HOMO energy: -8.05 eV

Positions of all 16 atoms, in Å:
C: 0.605 -1.871 -0.079
H: -1.689 1.817 1.079
N: -1.271 0.059 0.089
H: -1.833 2.061 -0.650
C: 1.983 -1.550 -0.079
H: 0.118 -2.903 -0.262
H: 2.795 -2.206 -0.126
N: 0.923 0.315 0.197
C: -1.231 1.459 0.117
H: 0.829 2.396 -0.599
N: 2.166 -0.277 0.135
C: -0.030 -0.624 -0.004
H: 0.962 2.193 1.087
C: 0.568 1.694 0.200
H: -2.313 -1.525 -1.205
S: -2.584 -1.038 0.099



Entry 4:
Density functional theory data (ωB97M-V/def2-TZVPD) for a single C22H33N3O5S molecule at a distorted geometry.

## Properties
Spin multiplicity: 1
Orbital gap: 0.341 hartree
M: 451.59 u
LUMO energy: 0.0192 Ha
SMILES string: CCc1ccc(CNC(=O)C2CCN(S(=O)(=O)N3CCC4(CC3)OCCO4)CC2)cc1
HOMO energy: -8.76 eV

Positions of all 64 atoms, in Å:
H: -0.823 5.001 -2.455
C: 0.053 4.154 -2.062
N: -1.763 -2.225 -1.204
H: 0.540 0.068 -2.031
C: 0.437 -2.836 2.985
C: -0.403 -1.486 6.017
H: -1.362 -0.791 6.351
C: 3.491 3.323 -2.796
H: -0.603 2.561 -3.329
H: -3.670 -1.701 -0.543
C: 0.369 -1.664 1.878
C: -2.751 0.062 -0.902
S: -1.573 -2.710 0.355
H: -2.710 -1.926 4.307
C: -3.086 -1.334 -1.249
C: -1.001 2.128 -1.358
O: -2.823 -3.319 0.840
C: 3.988 4.162 -3.728
H: 1.078 5.656 -4.121
H: -2.191 -3.340 3.303
C: -0.694 -1.670 -1.836
O: -0.578 -3.685 0.169
H: 4.767 3.459 -6.122
H: 0.729 -2.110 1.049
H: 1.335 -2.885 3.230
H: 0.051 4.311 -0.975
C: 1.532 4.108 -2.719
H: 0.210 -0.832 6.787
C: -0.817 -2.946 6.230
N: -0.797 -1.824 1.393
O: -1.013 2.304 -0.235
H: 0.579 -0.583 2.233
H: 5.796 5.009 -4.462
N: -0.518 2.728 -2.410
C: 1.801 5.019 -3.625
H: 4.267 2.477 -2.285
H: -0.076 -0.315 -0.443
C: 3.288 5.162 -3.997
H: -1.805 -0.492 2.847
C: -2.104 -2.432 3.436
H: -1.672 0.569 -2.898
H: -1.694 -3.221 6.600
H: 0.137 -3.788 2.498
H: -3.368 0.950 -1.100
H: 2.025 2.347 -1.509
H: -0.875 -2.039 -2.818
C: -2.002 -1.408 2.482
C: -0.153 -0.442 -1.435
H: 3.613 5.808 -4.869
H: -3.278 -1.371 -2.238
C: 5.432 3.212 -5.389
H: 5.218 2.074 -5.042
C: 2.451 3.124 -2.258
C: 5.414 3.899 -4.360
H: -2.861 -1.276 1.924
O: -0.011 -1.340 4.802
H: -0.028 -2.503 -1.627
O: -0.375 -3.462 5.275
H: -2.167 0.171 0.189
H: -0.123 -3.343 7.019
H: 6.485 3.092 -5.850
C: -1.465 0.680 -1.797
C: -0.628 -2.502 4.122
H: 6.114 3.850 -3.544



Entry 5:
Density functional theory data (ωB97M-V/def2-TZVPD) for a molecular structure, C35H33BGaO8P.

## Properties
Spin multiplicity: 1
Orbital gap: 0.043 hartree
M: 693.15 u
LUMO energy: 0.0430 Ha
Total charge: -2
HOMO energy: -0.01 eV

Positions of all 79 atoms, in Å:
H: -3.076 1.045 1.570
H: -2.956 8.154 2.807
H: -1.761 4.902 2.339
H: 3.866 -0.016 -2.265
C: -0.684 -0.271 -0.462
P: -3.013 6.460 0.909
C: -5.068 7.188 4.353
H: 2.276 -5.336 -2.718
C: -4.287 3.265 1.781
C: 1.937 -5.523 -0.613
H: 7.494 -9.625 -0.913
C: 3.478 -6.929 0.586
C: -4.681 5.748 4.018
O: -6.351 7.265 5.021
O: 4.046 -6.402 -4.123
H: 0.980 2.292 1.016
C: -1.916 -0.111 0.159
H: 0.212 -3.188 -3.256
H: -4.323 7.666 4.995
B: -6.687 5.649 1.191
H: 2.386 -3.412 -4.424
H: 5.842 -7.732 -5.169
C: 1.020 -2.499 -3.048
C: 7.774 -9.532 -3.043
C: 3.076 -0.718 -2.494
O: -3.856 2.894 0.658
H: 1.840 -5.894 1.497
H: -6.947 7.723 4.427
H: 8.633 -10.191 -3.040
H: -5.328 5.087 4.596
C: 1.860 -0.599 -1.831
O: 2.630 1.215 -0.552
H: -1.231 2.557 2.109
O: -1.366 -2.197 -1.669
C: 4.410 -6.902 -3.081
O: 5.768 -8.545 0.482
C: 0.375 0.606 -0.155
C: -1.063 1.762 1.395
H: -7.374 7.585 1.962
C: 2.369 -6.099 0.576
C: 6.039 -8.375 -1.853
C: 2.236 -2.619 -3.701
H: -7.794 4.382 0.188
C: -0.220 6.259 1.661
H: -5.149 7.772 3.433
C: 5.356 -8.074 -0.558
Ga: -4.771 5.273 2.020
H: 7.797 -9.256 -5.172
C: 3.718 -6.621 -1.794
H: 4.214 -1.816 -3.939
H: -3.427 8.843 1.254
O: -4.416 2.485 2.767
H: -3.666 5.542 4.367
C: -2.770 8.119 1.731
C: 4.159 -7.192 -0.595
C: -1.505 5.472 1.445
C: 6.213 -8.155 -4.246
H: -8.716 6.630 1.303
C: 3.264 -1.724 -3.426
H: -1.754 8.472 1.560
H: 0.530 5.635 2.151
C: -7.795 6.580 1.896
C: 1.686 0.486 -0.807
H: 1.077 -4.866 -0.620
H: 0.177 6.598 0.705
C: 2.610 -5.785 -1.795
O: -7.117 5.040 0.001
H: -2.726 -0.782 -0.093
C: 0.828 -1.489 -2.115
H: -8.033 6.229 2.900
H: -0.376 7.124 2.300
C: 7.143 -9.219 -1.852
C: 7.306 -9.004 -4.241
H: -1.379 4.756 0.637
C: -0.500 -1.376 -1.426
C: -2.116 0.904 1.088
C: 5.579 -7.834 -3.053
H: 3.825 -7.376 1.507
C: 0.167 1.618 0.782